# 1
This record from OMol25 describes a molecular structure, C33H26BrClIMoN3O4S2. The level of theory is ωB97M-V with the def2-TZVPD basis set.

Summary:
Molecular weight (g mol⁻¹): 930.9
Lowest unoccupied orbital energy (spin up / spin down) (eV): -7.2 / -6.8
⟨S²⟩: 2.039

Geometry as ORCA input:
```
! wB97M-V def2-TZVPD RIJCOSX def2/J DEFGRID3
* xyz 2 3
Mo -1.00 -0.59 1.06
O 1.45 -0.23 0.62
S 2.43 -1.51 0.12
C 2.05 0.61 1.65
C 3.19 1.50 1.17
C 2.78 2.81 0.50
C 1.98 2.64 -0.77
S -0.48 3.42 -0.29
O 0.59 2.26 -0.43
C -1.04 3.79 -1.90
C -1.50 2.78 -2.76
C -1.91 3.14 -4.02
C -1.87 4.48 -4.42
C -1.41 5.46 -3.55
C -0.99 5.12 -2.28
C 3.02 -0.95 -1.44
C 4.39 -0.86 -1.66
C 4.86 -0.43 -2.90
C 3.97 -0.07 -3.90
C 2.60 -0.16 -3.68
C 2.13 -0.62 -2.46
H 2.39 -0.04 2.45
H 1.21 1.21 2.02
H 3.84 0.94 0.50
H 3.80 1.73 2.05
H 3.66 3.40 0.24
H 2.21 3.42 1.21
H 2.30 1.80 -1.37
H 1.97 3.53 -1.40
H -1.53 1.75 -2.42
H -2.27 2.38 -4.71
H -2.20 4.75 -5.41
H -1.40 6.50 -3.87
H -0.65 5.88 -1.59
H 5.08 -1.12 -0.87
H 5.93 -0.36 -3.07
H 4.35 0.28 -4.85
H 1.91 0.10 -4.47
H 1.06 -0.72 -2.29
Cl 1.55 -4.53 6.80
C 0.93 -3.43 5.63
C 0.67 -2.10 6.01
C 0.18 -1.18 5.12
C -0.09 -1.57 3.80
O -0.56 -0.67 2.95
C 0.15 -2.91 3.42
C -0.12 -3.35 2.11
O -0.59 -2.62 1.19
C 0.67 -3.83 4.36
H 0.88 -1.80 7.03
H -0.02 -0.16 5.42
H 0.07 -4.39 1.85
H 0.85 -4.86 4.06
N -1.42 1.10 0.69
C -1.76 2.35 0.43
C -2.95 2.92 0.74
C -3.96 2.11 1.35
N -4.73 1.40 1.82
C -3.19 4.30 0.45
N -3.34 5.40 0.15
Br -3.93 -1.52 1.13
C -3.63 -3.11 0.13
C -4.30 -4.26 0.51
C -4.04 -5.45 -0.15
C -3.10 -5.51 -1.17
C -2.44 -4.36 -1.56
C -2.72 -3.16 -0.91
I -1.73 -1.45 -1.60
H -5.02 -4.22 1.32
H -4.58 -6.35 0.15
H -2.89 -6.44 -1.66
H -1.71 -4.39 -2.36
*
```

Population analysis type Löwdin, resulting atomic charges in e: 1.396, -0.635, 1.040, -0.246, -0.148, -0.149, -0.148, 1.265, -0.422, -0.410, -0.050, -0.033, -0.017, -0.027, -0.064, -0.523, -0.095, -0.051, -0.053, -0.066, -0.123, 0.117, 0.109, 0.104, 0.132, 0.134, 0.124, 0.115, 0.129, 0.086, 0.122, 0.126, 0.127, 0.124, 0.114, 0.118, 0.117, 0.112, 0.032, 0.742, -0.653, -0.034, 0.027, -0.289, -0.234, -0.124, -0.109, -0.266, -0.026, 0.126, 0.134, 0.158, 0.130, -0.218, -0.441, -0.211, -0.166, 0.179, -0.185, 0.233, 0.841, -0.701, -0.101, -0.041, -0.047, -0.134, -0.693, 1.157, 0.115, 0.124, 0.122, 0.105


# 2
This record from OMol25 describes 2 unconnected molecules or ions with the total composition C4H14N2O. The level of theory is ωB97M-V with the def2-TZVPD basis set.

Summary:
Structure (SMILES): CN[C@H](C)CN.O
Molecular weight (g mol⁻¹): 106.2
Lowest unoccupied orbital energy (eV): 0.6

Geometry as ORCA input:
```
! wB97M-V def2-TZVPD RIJCOSX def2/J DEFGRID3
* xyz 0 1
C -1.63 -2.63 1.53
N -0.42 -1.99 0.81
C -0.53 -1.07 -1.45
C -0.27 -0.77 0.05
C 1.05 -0.19 0.20
N 1.07 0.74 1.37
H -1.45 -3.37 2.42
H -2.15 -2.91 0.58
H -2.24 -1.83 1.97
H 0.41 -2.28 1.33
H -1.28 -1.86 -1.52
H -0.87 -0.31 -2.20
H 0.49 -1.22 -1.80
H -1.04 -0.05 0.48
H 1.29 0.53 -0.60
H 1.92 -0.92 0.31
H 2.03 1.14 1.34
H 0.61 1.66 1.25
H 0.04 5.09 -1.39
H -0.02 4.81 -2.66
O 0.75 4.78 -2.10
*
```

Population analysis type Löwdin, resulting atomic charges in e: -0.085, -0.120, -0.063, -0.476, -0.282, -0.039, 0.109, 0.064, 0.047, 0.095, 0.067, 0.079, 0.062, 0.149, 0.116, 0.146, 0.060, 0.072, 0.100, 0.004, -0.105


# 3
This record from OMol25 describes C5H4FNO in the gas phase. The level of theory is ωB97M-V with the def2-TZVPD basis set.

Summary:
Structure (SMILES): C#C/C=C(/F)C(N)=O
Molecular weight (g mol⁻¹): 113.1
Lowest unoccupied orbital energy (eV): 0.2

Geometry as ORCA input:
```
! wB97M-V def2-TZVPD RIJCOSX def2/J DEFGRID3
* xyz 0 1
C 1.00 -0.67 0.01
C 0.31 0.68 0.02
C -0.99 0.94 -0.04
C -2.09 0.04 -0.06
C -3.24 -0.42 0.08
H 2.74 -1.56 -0.14
H 2.87 0.16 0.03
H -1.34 1.95 -0.09
H -4.16 -0.96 0.06
N 2.33 -0.69 0.08
O 0.32 -1.65 -0.06
F 1.24 1.67 0.00
*
```

Population analysis type Löwdin, resulting atomic charges in e: -0.519, -0.172, -0.043, -0.114, 0.145, 0.113, 0.111, 0.124, 0.020, 0.189, 0.094, 0.052


Sequential maximum force output: 0.45; 4.44; 4.96 eV/Å
Sequential energy relative to the best compared isomer or geometry (same formula, charge and spin) output: 18.53; 85.99; 47.68 kcal/mol